a.
The following is a DFT calculation (wB97M-V/def2-TZVPD) of a cluster of 3 separate species, C6H10O in total.

Results
- net charge = 0
- lowest unoccupied orbital energy (spin up / spin down) (eV) = -0.246 / -0.246
- Kohn-Sham gap (spin up / spin down) (eV) = 9.02 / 9.02
- HOMO (spin up / spin down) (eV) = -9.269 / -9.269

```
17
Properties=species:S:1:pos:R:3:mulliken_charge:R:1
O 1.860 -0.782 1.095 -0.691
C -0.091 -1.242 -0.485 -0.868
C -1.284 -0.660 0.272 -0.549
C 0.964 0.791 -0.204 -0.434
C -1.522 0.790 -0.135 -0.536
C 1.348 -0.634 -0.133 0.635
C -0.170 1.455 -0.183 -0.244
H -0.087 2.523 -0.124 0.398
H -0.240 -1.134 -1.571 0.334
H 2.012 -0.955 -0.976 0.257
H -2.148 1.330 0.592 0.322
H 0.038 -2.292 -0.254 0.359
H -1.063 -0.710 1.344 0.282
H 2.375 0.603 1.171 0.173
H -2.183 -1.255 0.073 0.294
H -2.011 0.864 -1.113 0.273
H 2.234 1.323 0.645 -0.003
```

b.
The following is a DFT calculation (wB97M-V/def2-TZVPD) of a structure of composition C6H10O.

Results
- net charge = 0
- lowest unoccupied orbital energy (eV) = 1.053
- Kohn-Sham gap (eV) = 10.67
- HOMO (eV) = -9.617

```
17
Properties=species:S:1:pos:R:3:mulliken_charge:R:1
O 0.236 -0.373 -1.362 -0.517
C 2.040 0.401 0.174 -1.536
C -0.504 1.116 0.250 -0.723
C -0.051 -1.248 0.510 -0.642
C -1.713 0.315 -0.307 -0.679
C 0.586 0.055 -0.012 0.934
C -0.929 -0.945 -0.711 -0.123
H 2.296 0.411 1.240 0.316
H -2.495 0.121 0.435 0.300
H 0.601 -2.109 0.345 0.306
H -0.299 2.025 -0.323 0.344
H -1.431 -1.720 -1.296 0.461
H 2.660 -0.348 -0.330 0.368
H 2.267 1.387 -0.248 0.352
H -0.599 1.383 1.307 0.302
H -2.164 0.790 -1.183 0.299
H -0.499 -1.260 1.510 0.237
```

Least stable = a

a.
The following is a DFT calculation (wB97M-V/def2-TZVPD) of a structure of composition C19H25CaNO5P.

Results
- net charge = -1
- lowest unoccupied orbital energy (eV) = 2.700
- Kohn-Sham gap (eV) = 7.41
- HOMO (eV) = -4.705

```
52
Properties=species:S:1:pos:R:3:mulliken_charge:R:1
Ca 0.236 -0.585 0.575 1.679
P -0.601 1.905 -0.778 0.964
O -1.753 -1.226 0.282 -0.743
O 0.042 0.844 2.089 -0.805
O 2.383 -0.908 1.777 -0.667
O -0.017 1.077 4.333 -0.783
O -3.439 -2.422 1.204 -0.766
N -0.174 -1.958 2.412 0.185
C 1.770 -3.284 -0.653 -0.262
C 1.851 -1.197 -1.578 -0.063
C 3.086 -2.779 -0.477 -0.912
C -0.738 -0.997 3.399 -0.582
C -1.836 4.186 -4.000 -0.740
C 2.193 -1.617 3.008 -0.705
C -1.522 3.365 -5.081 -0.363
C -0.985 2.520 -2.464 0.415
C 0.285 3.332 -0.038 -1.340
C -0.677 1.708 -3.556 -0.328
C -2.238 2.068 0.045 -1.238
C 3.144 -1.510 -1.096 -1.011
C -1.205 -2.892 1.901 -0.427
C -0.168 0.439 3.300 0.251
C 1.045 -2.612 2.910 -0.838
C -0.943 2.124 -4.857 -0.645
C 1.005 -2.307 -1.320 -0.648
C -2.262 -2.126 1.062 0.435
C -1.570 3.765 -2.705 -0.264
H 1.990 -0.867 3.770 0.380
H -0.722 -3.609 1.231 0.273
H -0.622 -1.355 4.423 0.245
H -2.088 1.932 1.117 0.324
H 1.417 -4.258 -0.343 0.571
H -1.822 4.414 -1.874 0.212
H -2.291 5.155 -4.169 0.363
H 1.598 -0.335 -2.178 0.519
H -1.711 -3.436 2.700 0.245
H 4.012 -0.868 -1.148 0.365
H 2.757 -1.514 1.105 0.244
H -1.808 -0.893 3.201 0.433
H 1.318 -3.396 2.205 0.356
H -0.227 0.736 -3.382 0.218
H 0.880 -3.069 3.897 0.398
H -2.896 1.274 -0.305 0.337
H -2.689 3.045 -0.139 0.470
H 0.483 3.086 1.007 0.404
H 3.101 -2.141 3.299 0.475
H -0.302 4.252 -0.090 0.394
H -0.004 -2.433 -1.688 0.460
H 3.908 -3.291 0.004 0.434
H -1.730 3.695 -6.092 0.353
H -0.697 1.478 -5.692 0.388
H 1.233 3.483 -0.555 0.342
```

b.
The following is a DFT calculation (wB97M-V/def2-TZVPD) of a structure of composition C19H25CaNO5P.

Results
- net charge = -1
- lowest unoccupied orbital energy (eV) = 2.929
- Kohn-Sham gap (eV) = 7.34
- HOMO (eV) = -4.408

```
52
Properties=species:S:1:pos:R:3:mulliken_charge:R:1
Ca 0.574 0.825 0.033 1.342
P -1.661 -0.579 0.770 1.396
O -0.727 2.037 1.121 -0.750
O -0.154 0.910 -4.014 -0.785
O -2.376 3.357 0.418 -0.738
O 3.037 1.418 -1.868 -0.605
O 0.542 0.306 -1.990 -0.815
N 0.571 2.910 -1.169 0.284
C 2.446 0.103 1.585 -0.550
C -1.669 -0.494 2.601 -1.508
C 2.295 -0.980 0.674 -0.804
C 0.056 1.121 -2.826 0.619
C 1.719 -2.041 1.371 -0.312
C -0.596 -4.006 -1.128 -0.693
C -1.417 -2.362 0.430 0.473
C 1.969 -0.332 2.831 -0.618
C 1.798 3.515 -1.665 -0.836
C -0.311 2.515 -2.258 -0.734
C 1.518 -1.641 2.693 -0.841
C -0.801 -5.005 -0.189 -0.441
C -0.899 -2.693 -0.819 -0.501
C -1.640 -3.372 1.355 -0.531
C 2.627 2.573 -2.551 -0.668
C -1.202 3.012 0.484 0.374
C -1.327 -4.685 1.050 -0.636
C -3.491 -0.502 0.474 -1.531
C -0.129 3.829 -0.288 -0.530
H 2.067 2.316 -3.458 0.309
H -1.330 2.415 -1.870 0.435
H -2.047 -3.127 2.324 0.287
H 1.971 0.257 3.739 0.398
H -1.472 -5.458 1.794 0.367
H -3.712 -0.616 -0.586 0.366
H -0.595 4.663 -0.840 0.316
H -1.716 0.563 2.855 0.349
H -0.715 -1.909 -1.546 0.240
H -0.723 -0.894 2.962 0.203
H 2.302 0.776 -1.936 0.422
H -3.999 -1.289 1.035 0.466
H -0.322 3.253 -3.078 0.225
H -0.551 -6.034 -0.415 0.364
H 1.523 -3.028 0.974 0.472
H -2.513 -1.017 3.049 0.510
H 2.415 3.780 -0.798 0.321
H 3.535 3.106 -2.861 0.451
H 2.765 -1.052 -0.299 0.607
H 1.102 -2.265 3.474 0.601
H 1.581 4.438 -2.236 0.356
H -3.846 0.473 0.802 0.439
H 0.574 4.229 0.451 0.379
H 3.124 0.939 1.427 0.655
H -0.169 -4.259 -2.089 0.401
```

Least stable = b

a.
The following is a DFT calculation (wB97M-V/def2-TZVPD) of the molecule C11H13N.

Results
- SMILES string = C=C=CCNCc1ccccc1
- net charge = 0
- lowest unoccupied orbital energy (eV) = 0.806
- Kohn-Sham gap (eV) = 9.55
- HOMO (eV) = -8.743

```
25
Properties=species:S:1:pos:R:3:mulliken_charge:R:1
N -0.118 -1.450 1.417 -0.320
C 0.729 0.569 2.652 -0.343
C -1.752 -0.393 -1.110 -0.207
C -1.815 0.481 -2.283 -0.604
C 0.831 -0.246 1.236 -0.049
C -0.606 -2.190 0.210 -1.020
C 0.339 -0.991 -1.837 0.242
C 0.491 -0.127 -2.912 -1.101
C -0.632 0.517 -3.094 0.046
C 1.650 3.023 2.908 -0.838
C -0.691 -1.232 -0.936 0.518
C 1.076 1.820 2.951 0.228
H 1.403 -1.528 -1.823 0.069
H 1.069 0.397 0.205 0.223
H -1.100 -1.302 1.902 0.306
H -1.704 -2.543 0.436 0.365
H 0.110 -0.216 3.358 0.173
H -0.908 1.456 -3.816 0.159
H 0.247 -3.064 0.304 0.240
H 2.611 3.282 2.624 0.317
H 2.051 -0.578 1.501 0.162
H -2.929 0.747 -2.625 0.232
H -2.677 -0.354 -0.716 0.470
H 1.350 0.071 -3.413 0.504
H 0.975 3.854 2.864 0.229
```

b.
The following is a DFT calculation (wB97M-V/def2-TZVPD) of a structure of composition C11H13N.

Results
- net charge = 0
- lowest unoccupied orbital energy (eV) = 0.095
- Kohn-Sham gap (eV) = 8.51
- HOMO (eV) = -8.410

```
25
Properties=species:S:1:pos:R:3:mulliken_charge:R:1
N 1.692 1.652 -1.282 -0.738
C -0.696 -0.724 -0.115 0.538
C -2.823 0.939 -0.053 -0.578
C -1.799 -1.195 -0.823 -0.277
C -0.566 0.390 0.726 0.212
C 0.706 0.453 1.034 0.242
C -1.648 1.398 0.542 -0.913
C 1.589 -0.794 -0.816 -1.266
C 0.540 -1.417 -0.023 0.042
C 1.031 -0.996 1.229 -1.141
C 1.714 0.714 -0.050 -0.297
C -2.897 -0.369 -0.529 -0.367
H 2.430 -1.384 -0.590 0.509
H 0.639 2.893 -0.787 0.199
H 2.612 0.608 0.422 0.421
H -1.816 2.285 1.286 0.243
H 2.201 -1.071 1.301 0.287
H 2.885 2.085 -1.573 0.279
H -3.900 -0.965 -0.657 0.230
H 0.752 -1.382 2.184 0.380
H 0.584 -2.522 -0.146 0.577
H 0.602 0.892 2.047 0.342
H 1.229 -0.873 -1.870 0.363
H -1.496 -2.219 -1.505 0.217
H -3.568 1.601 0.049 0.494
```

Least stable = b

a.
The following is a DFT calculation (wB97M-V/def2-TZVPD) of the molecule C3H5O2P.

Results
- net charge = 0
- lowest unoccupied orbital energy (eV) = 0.789
- Kohn-Sham gap (eV) = 9.78
- HOMO (eV) = -8.988

```
11
Properties=species:S:1:pos:R:3:mulliken_charge:R:1
P 0.453 0.754 -2.011 0.123
O 1.447 -0.245 -1.112 -0.363
O -1.019 0.366 -1.361 -0.375
C 1.126 0.783 -0.255 -0.374
C -0.573 -0.840 0.713 -1.267
C -0.428 0.452 0.042 0.363
H -0.030 -0.795 1.716 0.298
H 1.701 1.142 0.456 0.635
H -0.226 -1.726 0.142 0.289
H -1.511 -1.192 1.055 0.404
H -0.940 1.300 0.615 0.268
```

b.
The following is a DFT calculation (wB97M-V/def2-TZVPD) of a cluster of 2 separate species, C3H5O2P in total.

Results
- net charge = 0
- lowest unoccupied orbital energy (spin up / spin down) (eV) = -1.709 / -1.709
- Kohn-Sham gap (spin up / spin down) (eV) = 7.18 / 7.17
- HOMO (spin up / spin down) (eV) = -8.884 / -8.878

```
11
Properties=species:S:1:pos:R:3:mulliken_charge:R:1
P -1.372 1.633 0.733 -0.047
O -0.534 1.426 -1.978 -0.603
O 1.475 -0.659 0.969 -0.380
C 0.908 -1.547 0.069 -0.294
C -0.289 0.646 -0.106 -0.041
C 0.931 -0.080 -0.182 0.312
H -1.895 0.785 1.721 0.060
H -2.414 1.705 -0.169 0.111
H -0.020 -2.010 0.384 0.252
H 1.628 0.273 -0.936 0.382
H 1.584 -2.171 -0.503 0.247
```

Least stable = b

a.
The following is a DFT calculation (wB97M-V/def2-TZVPD) of the molecule C3H5O2P.

Results
- SMILES string = O=C=[PH2][C@@H]1CO1
- net charge = 0
- lowest unoccupied orbital energy (eV) = 0.403
- Kohn-Sham gap (eV) = 9.37
- HOMO (eV) = -8.971

```
11
Properties=species:S:1:pos:R:3:mulliken_charge:R:1
P -0.969 -0.154 -0.185 0.105
O 1.218 1.435 0.169 -0.392
O -4.036 -0.168 0.042 -0.158
C 0.762 0.462 -0.687 -0.138
C 1.915 0.168 0.214 -0.405
C -3.102 -0.677 0.401 0.065
H 0.997 0.682 -1.657 0.438
H 1.584 -0.370 1.162 0.116
H -0.387 -0.153 1.138 0.025
H -0.942 -1.523 -0.703 0.054
H 2.960 0.299 0.105 0.291
```

b.
The following is a DFT calculation (wB97M-V/def2-TZVPD) of a cluster of 2 separate species, C3H5O2P in total.

Results
- SMILES string = O=C=O.C=CP
- net charge = 0
- lowest unoccupied orbital energy (eV) = 0.711
- Kohn-Sham gap (eV) = 10.08
- HOMO (eV) = -9.370

```
11
Properties=species:S:1:pos:R:3:mulliken_charge:R:1
P -1.566 0.198 0.307 -0.019
O 1.019 1.615 2.177 -0.349
O 1.018 -0.618 2.644 -0.352
C 0.008 -0.758 -0.021 -0.481
C 0.988 -0.397 -0.820 -0.405
C 1.016 0.512 2.484 0.710
H -1.342 1.441 0.032 0.002
H 1.922 -1.017 -1.056 0.221
H -2.191 0.070 -0.920 0.050
H 1.120 0.491 -1.531 0.214
H 0.003 -1.731 0.349 0.408
```

Least stable = a

a.
The following is a DFT calculation (wB97M-V/def2-TZVPD) of the molecule C4H3NO2S.

Results
- SMILES string = O=C1N=CS/C1=C/O
- net charge = 0
- lowest unoccupied orbital energy (eV) = -0.591
- Kohn-Sham gap (eV) = 8.31
- HOMO (eV) = -8.896

```
11
Properties=species:S:1:pos:R:3:mulliken_charge:R:1
S 1.496 -1.168 -0.061 -0.166
O -2.445 -0.141 0.221 -0.397
O -0.622 1.992 -0.247 -0.544
N 1.600 1.418 0.269 -0.448
C -1.345 -0.895 -0.031 -0.110
C -0.070 -0.389 -0.158 0.270
C 2.346 0.334 0.071 -0.038
C 0.200 1.039 -0.026 0.224
H 3.377 0.534 -0.021 0.467
H -1.410 -1.950 0.129 0.360
H -3.129 -0.773 -0.146 0.382
```

b.
The following is a DFT calculation (wB97M-V/def2-TZVPD) of the molecule C4H3NO2S.

Results
- SMILES string = O=C1C=NS/C1=C/O
- net charge = 0
- lowest unoccupied orbital energy (eV) = -0.400
- Kohn-Sham gap (eV) = 8.10
- HOMO (eV) = -8.505

```
11
Properties=species:S:1:pos:R:3:mulliken_charge:R:1
S -1.468 0.159 1.435 0.022
O 0.940 1.587 -1.425 -0.405
O 1.237 -1.209 -0.926 -0.561
N -1.179 -1.497 1.602 -0.454
C 0.371 -0.959 -0.122 0.570
C -0.253 0.361 0.178 0.242
C 0.017 1.506 -0.476 -0.225
C -0.278 -1.918 0.834 -0.286
H 0.044 -2.965 0.857 0.407
H 1.067 2.499 -1.728 0.362
H -0.500 2.435 -0.229 0.327
```

c.
The following is a DFT calculation (wB97M-V/def2-TZVPD) of a structure of composition C4H3NO2S.

Results
- net charge = 0
- lowest unoccupied orbital energy (eV) = -0.352
- Kohn-Sham gap (eV) = 9.83
- HOMO (eV) = -10.178

```
11
Properties=species:S:1:pos:R:3:mulliken_charge:R:1
S 1.584 -0.899 -0.114 -0.110
O -0.874 1.068 1.427 -0.562
O 1.069 1.635 -0.983 -0.455
N -2.587 -0.796 -1.019 -0.447
C -1.676 -0.087 -0.601 -0.011
C 0.875 0.723 -0.288 0.243
C -0.465 0.261 0.341 1.104
C 0.072 -0.982 0.857 -0.751
H -0.636 -1.860 0.526 0.311
H -1.343 1.833 1.086 0.355
H 0.342 -1.144 1.936 0.324
```

Least stable = c